[1]
Computed, not measured: a cluster of 2 separate species, C3H10N2S in total at a distorted geometry, with ωB97M-V with the def2-TZVPD basis set.

ORCA input file:
```
! RIJCOSX wB97M-V def2-TZVPD def2/J DEFGRID3
* xyz 0 1
C 0.439 0.359 1.570
C 1.157 -0.001 -2.164
H -2.917 -0.040 0.619
N -2.179 -0.054 1.303
H 0.387 1.431 1.367
H -0.138 1.475 -1.891
H 1.404 0.024 1.309
N -0.286 -2.029 0.800
H -0.054 -2.412 -0.060
H 1.574 2.012 -1.623
H -2.437 -0.338 2.218
C 0.873 1.276 -1.908
H 2.207 -0.329 -2.277
H 0.434 -0.776 -2.266
S -0.710 -0.601 0.478
H 0.245 0.004 2.524
*
```

Calculated values
Relative energy (zero: lowest compared OMol25 entry of this formula, charge and spin) ... 72.7 kcal per mole
E_LUMO ... 0.8 eV
HOMO level ... -8.78 eV

Here are the natural (NBO) charges for atoms 1 to 4, given in e:
1 C -0.775
2 C -0.377
3 H 0.380
4 N -1.054



[2]
Computed, not measured: the ion C3H5N2S with charge +1 at a distorted geometry, with ωB97M-V with the def2-TZVPD basis set.

ORCA input file:
```
! RIJCOSX wB97M-V def2-TZVPD def2/J DEFGRID3
* xyz 1 1
H 0.031 -2.314 -0.008
C 0.725 -0.193 0.279
H -1.995 1.765 -0.177
N 0.189 1.145 0.276
H -2.445 -1.101 -0.527
C -1.453 -0.608 -0.250
S 2.553 -0.306 0.643
C -1.219 0.932 -0.077
N -0.161 -1.294 0.011
H 0.658 2.046 0.458
H 3.117 -0.071 -0.629
*
```

Calculated values
Relative energy (zero: lowest compared OMol25 entry of this formula, charge and spin) ... 47.0 kcal per mole
E_LUMO ... -4.6 eV
HOMO level ... -13.98 eV

Here are the natural (NBO) charges for atoms 1 to 4, given in e:
1 H 0.494
2 C 0.314
3 H 0.286
4 N -0.506